1.
{
  "formula": "C4H8FN",
  "method": "wB97M-V/def2-TZVPD",
  "homo_ha": -0.3480,
  "e_above_lowest_kj_mol": 57.65,
  "symbols": ["C", "C", "C", "N", "C", "F", "H", "H", "H", "H", "H", "H", "H", "H"],
  "coordinates": [[-0.865, -1.459, 0.092], [0.273, -0.539, -0.264], [0.909, 0.328, 0.839], [0.820, 1.517, -0.008], [-0.131, 0.958, -0.915], [-1.449, 1.282, -0.665], [-1.415, -1.744, -0.806], [-1.556, -0.975, 0.782], [-0.472, -2.363, 0.562], [1.010, -1.007, -0.911], [0.293, 0.364, 1.745], [1.939, 0.089, 1.111], [0.596, 2.408, 0.416], [0.046, 1.141, -1.977]]
}

***

2.
{
  "formula": "C6H14O10Tl",
  "method": "wB97M-V/def2-TZVPD",
  "charge": 2,
  "homo_ha": [-0.6012, -0.6011],
  "spin_multiplicity": 2,
  "symbols": ["Tl", "O", "C", "O", "O", "H", "O", "C", "O", "O", "H", "C", "C", "O", "O", "H", "H", "H", "H", "H", "H", "C", "C", "O", "O", "H", "H", "H", "H", "H", "H"],
  "coordinates": [[-0.740, 0.464, 1.588], [-2.259, 4.223, -1.614], [-1.271, 3.586, -0.995], [-1.528, 2.912, 0.052], [-0.086, 3.724, -1.414], [-3.028, 4.045, -1.068], [3.406, -0.242, -1.076], [2.478, 0.744, -1.061], [1.308, 0.454, -0.604], [2.736, 1.932, -1.450], [2.756, -0.917, -0.869], [2.475, -1.356, 2.865], [1.977, -2.334, 1.738], [0.620, -2.148, 1.435], [2.108, -0.058, 2.470], [3.534, -1.398, 3.122], [1.960, -1.762, 3.736], [2.188, -3.396, 1.861], [2.474, -2.040, 0.813], [0.177, -3.000, 1.447], [2.482, 0.536, 3.124], [-3.125, -0.106, -1.495], [-1.712, -0.802, -1.735], [-0.988, -1.304, -0.670], [-3.272, 0.628, -0.271], [-3.909, -0.858, -1.583], [-3.428, 0.509, -2.343], [-1.150, 0.089, -2.015], [-1.826, -1.442, -2.609], [-0.334, -1.906, -1.032], [-4.020, 1.224, -0.347]]
}